1.
Formula: C20H11F6N5O3S
Source: OMol25
Level of theory: ωB97M-V/def2-TZVPD

Results
- Total energy: -2265.7257 hartree
- Molar mass: 515.39 g/mol
- LUMO: -0.264 eV
- HOMO-LUMO gap: 8.14 eV

Cartesian coordinates (Å):
O: -1.269 2.691 -1.879
O: 1.303 -1.301 2.344
F: 2.060 3.113 6.441
F: 2.073 1.395 7.728
F: 3.944 2.159 6.831
F: -6.115 -0.244 -7.362
F: -5.175 -1.730 -8.614
F: -4.388 0.382 -8.624
N: 0.557 1.019 0.793
N: -1.181 -1.052 -3.575
O: 2.443 1.042 5.516
S: 0.690 3.213 2.151
C: -0.718 1.752 -1.332
C: 1.779 -0.509 3.162
C: 1.006 1.529 1.936
C: -1.312 0.189 -3.122
C: -0.132 3.196 0.641
C: -0.104 1.980 0.026
C: 4.061 -2.138 6.442
C: 3.739 -2.903 5.316
C: -2.221 -2.118 -5.553
C: 3.625 -0.842 6.519
C: 3.107 -2.333 4.247
C: -3.197 -2.024 -6.590
C: -3.522 0.301 -5.977
C: -1.937 -1.071 -4.726
C: 2.859 -0.266 5.485
C: 2.533 -1.055 4.344
C: -2.582 0.147 -4.938
C: -3.848 -0.810 -6.787
N: 1.610 0.831 2.962
N: -0.629 0.510 -1.965
N: -2.093 0.962 -3.926
C: 2.649 1.914 6.654
C: -4.903 -0.617 -7.875
H: -0.483 4.101 0.185
H: 4.582 -2.629 7.265
H: 4.126 -3.898 5.234
H: -1.742 -3.097 -5.333
H: 3.841 -0.310 7.416
H: 2.894 -2.992 3.374
H: -3.414 -2.866 -7.228
H: -4.028 1.263 -6.078
H: 1.872 1.406 3.770
H: -0.183 -0.262 -1.453
H: -2.174 1.972 -3.847

2.
Formula: C20H12BrN5O2Sn
Source: OMol25
Level of theory: ωB97M-V/def2-TZVPD

Results
- Total energy: -3981.3506 hartree
- Charge: +2
- Molar mass: 552.96 g/mol
- LUMO (spin up / spin down): -8.780 / -8.779 eV
- HOMO-LUMO gap (spin up / spin down): 5.70 / 5.70 eV

Cartesian coordinates (Å):
Sn: -1.512 0.538 -1.980
Br: -2.290 3.866 5.035
C: -2.296 3.178 3.299
C: -3.048 3.885 2.292
C: -3.106 3.464 1.005
C: -2.414 2.289 0.604
O: -2.461 1.913 -0.605
C: -1.667 1.540 1.621
C: -1.017 0.370 1.387
N: -0.928 -0.333 0.195
C: -0.205 -1.421 0.169
C: 0.570 -1.990 1.271
C: 1.644 -2.735 0.997
C: 2.088 -2.969 -0.422
C: 0.913 -3.029 -1.364
C: 0.890 -3.771 -2.537
C: -0.180 -3.612 -3.402
C: -1.145 -2.655 -3.110
N: -1.121 -1.945 -1.983
C: -0.140 -2.167 -1.110
C: -1.631 2.055 2.978
H: -3.576 4.782 2.589
H: -3.670 3.999 0.254
H: -0.511 -0.058 2.244
H: 0.298 -1.797 2.298
H: 2.266 -3.125 1.793
H: 2.727 -3.842 -0.514
H: 1.696 -4.455 -2.774
H: -0.252 -4.189 -4.313
H: -1.955 -2.448 -3.799
H: -1.070 1.511 3.727
N: 1.647 2.774 -0.973
C: 1.601 1.458 -1.104
O: 0.724 0.884 -1.805
C: 2.606 0.672 -0.383
C: 2.728 -0.640 -0.638
N: 2.875 -1.790 -0.890
C: 3.447 1.306 0.579
N: 4.058 1.906 1.345
H: 1.021 3.353 -1.512
H: 2.395 3.226 -0.463

3.
Formula: C20H12NO12S3Tc
Source: OMol25
Level of theory: ωB97M-V/def2-TZVPD

Results
- 2S+1: 4
- Total energy: -3002.1502 hartree
- Charge: -1
- Molar mass: 652.51 g/mol
- LUMO (spin up / spin down): 1.568 / 0.162 eV
- HOMO-LUMO gap (spin up / spin down): 7.06 / 5.64 eV

Cartesian coordinates (Å):
Tc: 0.294 0.484 -0.764
O: 2.506 0.841 -4.207
C: 1.997 0.868 -3.103
O: 0.866 0.368 -2.765
C: 2.725 1.530 -1.929
C: 3.927 2.211 -1.958
C: 4.416 2.758 -0.776
C: 3.679 2.633 0.390
C: 2.470 1.954 0.337
N: 2.037 1.396 -0.794
C: 1.522 1.725 1.508
O: 1.786 2.122 2.623
O: 0.481 1.059 1.162
H: 4.453 2.305 -2.894
H: 5.362 3.282 -0.773
H: 3.991 3.058 1.329
O: -2.774 0.347 -0.759
S: -2.312 -0.103 1.078
O: -1.422 -0.751 2.042
O: -1.575 -0.345 -0.418
C: -2.140 1.685 1.646
C: -2.863 1.665 2.835
C: -2.851 2.732 3.714
C: -2.115 3.864 3.398
C: -1.454 3.919 2.186
C: -1.456 2.833 1.317
S: -0.615 3.514 -0.190
O: -2.030 2.845 -1.248
O: 0.815 3.612 0.199
O: -0.673 2.380 -1.338
H: -3.399 0.755 3.071
H: -3.396 2.675 4.644
H: -2.064 4.698 4.082
H: -0.887 4.796 1.900
O: -1.248 -7.518 -1.723
C: -1.951 -6.437 -1.299
O: -3.124 -6.530 -1.062
C: -1.159 -5.193 -1.134
C: -0.131 -4.860 -2.016
C: 0.612 -3.716 -1.807
C: 0.365 -2.913 -0.695
S: 1.454 -1.572 -0.347
C: -0.678 -3.226 0.174
C: -1.449 -4.346 -0.064
H: -0.308 -7.306 -1.804
H: 0.061 -5.471 -2.890
H: 1.394 -3.433 -2.494
H: -0.867 -2.592 1.027
H: -2.270 -4.607 0.588

4.
Formula: C20H13BrN5O3Sn
Source: OMol25
Level of theory: ωB97M-V/def2-TZVPD

Results
- Total energy: -4057.4602 hartree
- Charge: +1
- Molar mass: 569.97 g/mol
- LUMO (spin up / spin down): -5.587 / -5.588 eV
- HOMO-LUMO gap (spin up / spin down): 5.26 / 5.26 eV

Cartesian coordinates (Å):
Sn: 0.192 1.436 -0.013
Br: -2.671 -3.016 -5.609
C: -1.692 -1.849 -4.478
C: -0.886 -0.854 -5.045
C: -0.174 -0.017 -4.231
C: -0.222 -0.120 -2.819
O: 0.501 0.675 -2.106
C: -1.043 -1.143 -2.253
C: -1.146 -1.436 -0.864
N: -0.748 -0.744 0.157
C: -0.909 -1.266 1.442
C: -1.819 -2.252 1.782
C: -1.863 -2.806 3.067
C: -1.017 -2.366 4.047
C: -0.126 -1.311 3.776
C: 0.723 -0.774 4.762
C: 1.539 0.282 4.451
C: 1.487 0.800 3.156
N: 0.722 0.306 2.211
C: -0.084 -0.737 2.478
C: -1.762 -1.991 -3.112
H: -0.845 -0.755 -6.118
H: 0.436 0.769 -4.646
H: -1.596 -2.413 -0.675
H: -2.532 -2.617 1.058
H: -2.576 -3.589 3.278
H: -1.027 -2.791 5.038
H: 0.701 -1.197 5.753
H: 2.199 0.719 5.181
H: 2.087 1.658 2.882
H: -2.394 -2.755 -2.683
N: -1.793 2.357 -0.197
C: -2.167 3.483 -0.325
N: -2.666 4.595 -0.334
C: -2.680 5.675 -1.038
N: -2.678 6.670 -1.614
C: 4.672 1.844 -1.108
O: 3.224 1.719 -0.896
C: 2.731 0.631 -0.571
O: 2.886 -0.490 -0.311
H: 4.803 2.689 -1.779
H: 5.070 0.931 -1.546
H: 5.142 2.055 -0.147

5.
Formula: C20H13CdN5S
Source: OMol25
Level of theory: ωB97M-V/def2-TZVPD

Results
- Total energy: -1609.6451 hartree
- Molar mass: 467.84 g/mol
- LUMO: -0.461 eV
- HOMO-LUMO gap: 8.02 eV

Cartesian coordinates (Å):
Cd: 0.333 0.005 0.148
C: -1.483 1.842 3.726
C: -2.820 1.495 3.611
C: -3.259 0.811 2.490
C: -2.366 0.470 1.472
C: -1.009 0.799 1.584
C: -0.591 1.483 2.724
C: -2.855 -0.262 0.266
C: -4.241 -0.276 -0.058
C: -4.674 -0.924 -1.171
C: -3.744 -1.587 -2.006
C: -4.111 -2.287 -3.177
C: -3.161 -2.907 -3.939
C: -1.805 -2.854 -3.555
C: -1.426 -2.182 -2.427
C: -2.388 -1.525 -1.627
N: -1.976 -0.864 -0.509
H: -1.134 2.378 4.601
H: -3.521 1.745 4.397
H: -4.302 0.523 2.442
H: 0.456 1.738 2.844
H: -4.943 0.256 0.565
H: -5.725 -0.930 -1.435
H: -5.158 -2.325 -3.455
H: -3.445 -3.443 -4.835
H: -1.060 -3.355 -4.159
H: -0.387 -2.149 -2.126
S: 2.228 0.979 -4.122
C: 2.592 -0.619 -3.648
C: 1.953 -0.913 -2.493
N: 1.174 0.108 -1.993
C: 1.221 1.159 -2.768
H: 3.311 -1.220 -4.181
H: 2.056 -1.830 -1.935
H: 0.684 2.072 -2.560
N: 5.442 -1.086 -2.182
C: 5.056 -0.721 -1.151
N: 4.663 -0.252 0.024
C: 3.457 -0.491 0.398
N: 2.383 -0.688 0.830

6.
Formula: C20H13F5N6O4SSeTc
Source: OMol25
Level of theory: ωB97M-V/def2-TZVPD

Results
- 2S+1: 4
- Total energy: -4778.7431 hartree
- Charge: +2
- Molar mass: 705.38 g/mol
- LUMO (spin up / spin down): -6.863 / -7.869 eV
- HOMO-LUMO gap (spin up / spin down): 6.95 / 5.86 eV

Cartesian coordinates (Å):
Tc: 0.206 -0.120 0.476
O: -3.775 1.167 -1.539
C: -3.075 0.459 -0.654
O: -2.755 -0.687 -0.785
C: -2.789 1.230 0.604
C: -3.723 2.123 1.111
C: -3.521 2.661 2.370
C: -2.404 2.267 3.090
C: -1.508 1.389 2.507
N: -1.674 0.897 1.264
C: -0.297 0.849 3.190
O: -0.037 1.112 4.440
O: 0.467 0.119 2.577
H: -4.084 0.566 -2.238
H: -4.598 2.366 0.525
H: -4.231 3.357 2.795
H: -2.252 2.658 4.088
H: -0.714 1.632 4.893
S: 2.448 -0.567 0.165
C: 2.551 1.181 0.259
C: 3.674 1.995 0.269
C: 3.473 3.360 0.357
C: 2.181 3.879 0.445
C: 1.115 3.006 0.446
N: 1.308 1.685 0.350
H: 4.663 1.563 0.205
H: 4.323 4.030 0.360
H: 2.011 4.944 0.509
H: 0.088 3.346 0.512
N: -1.439 1.326 -4.632
C: -0.794 0.177 -4.878
N: -0.762 -0.300 -6.115
N: -0.163 -0.529 -3.942
C: -0.153 -0.227 -2.701
N: -0.063 -0.052 -1.553
H: -1.862 1.863 -5.371
H: -1.420 1.729 -3.712
H: -1.206 0.161 -6.890
H: -0.278 -1.168 -6.277
F: 3.760 -6.470 1.416
C: 2.804 -5.581 1.275
C: 2.805 -4.436 2.064
F: 3.755 -4.253 2.967
C: 1.798 -3.508 1.904
F: 1.766 -2.444 2.704
C: 0.786 -3.684 0.960
Se: -0.619 -2.459 0.731
C: 0.790 -4.857 0.204
F: -0.168 -5.067 -0.691
C: 1.793 -5.796 0.344
F: 1.800 -6.891 -0.397

- The lowest molar mass belongs to which entry?
  C20H13CdN5S

- Which of these has the highest total energy?
  C20H13CdN5S